The following is a DFT calculation (ωB97M-V/def2-TZVPD) of an isolated ion of composition C9H20BN2 and charge -1.

Bonds (Å) are listed after each position.
Cartesian coordinates (Å):
1 N -0.155 1.037 -3.100  C2 1.153
2 C -0.040 0.734 -1.993  N1 1.153, B4 1.501
3 N 0.993 -1.038 -0.494  B4 1.579, C5 1.453, C6 1.439
4 B -0.038 0.152 -0.609  C2 1.501, N3 1.579, C11 1.698, C12 1.698
5 C 1.843 -1.298 0.656  N3 1.453, H13 1.087, H14 1.104, H15 1.106
6 C 0.950 -1.994 -1.568  N3 1.439, H16 1.106, H17 1.094, H18 1.084
7 C -2.659 0.660 -0.298  C11 1.538, H19 1.088, H20 1.097, H21 1.090
8 C -1.659 -1.439 0.844  C11 1.523, H22 1.082, H23 1.104, H24 1.098
9 C 1.681 2.167 -0.116  C12 1.534, H25 1.099, H26 1.092, H27 1.095
10 C 0.348 1.258 1.843  C12 1.489, H28 1.131, H29 1.081, H30 1.094
11 C -1.596 -0.453 -0.314  B4 1.698, C7 1.538, C8 1.523, H31 1.079
12 C 0.405 1.467 0.370  B4 1.698, C9 1.534, C10 1.489, H32 1.101
13 H 2.480 -0.465 0.939  C5 1.087
14 H 2.515 -2.146 0.437  C5 1.104
15 H 1.197 -1.591 1.505  C5 1.106
16 H 1.916 -2.024 -2.104  C6 1.106
17 H 0.744 -3.000 -1.191  C6 1.094
18 H 0.207 -1.720 -2.309  C6 1.084
19 H -2.638 1.314 -1.167  C7 1.088
20 H -3.679 0.258 -0.256  C7 1.097
21 H -2.557 1.294 0.582  C7 1.090
22 H -0.784 -2.074 0.868  C8 1.082
23 H -1.619 -0.877 1.793  C8 1.104
24 H -2.593 -2.017 0.870  C8 1.098
25 H 1.476 2.777 -1.006  C9 1.099
26 H 2.431 1.435 -0.424  C9 1.092
27 H 2.115 2.851 0.621  C9 1.095
28 H -0.621 0.746 2.122  C10 1.131
29 H 1.163 0.660 2.227  C10 1.081
30 H 0.380 2.200 2.398  C10 1.094
31 H -1.758 -0.988 -1.238  C11 1.079
32 H -0.448 2.114 0.113  C12 1.101

Calculated values
Charge   -1
ΔE to the lowest compared entry with this formula, charge and spin   9.0 kJ/mol
E_LUMO   0.132 Eh
F_max   4.108 eV/Å
Kohn-Sham gap   6.83 eV